Entry from OMol25: C23H25N3O6 as an isolated structure in a non-equilibrium geometry (ωB97M-V with the def2-TZVPD basis set).

Element x y z (Å)
C -5.7292 1.7089 1.5230
O -5.1273 0.4946 2.0250
C -3.8212 0.2770 1.7102
C -3.2439 -0.8770 2.3014
C -1.9622 -1.2525 1.9537
C -1.2045 -0.4384 1.0718
C 0.1743 -0.7601 0.6284
C 1.2452 -0.1562 1.3166
C 2.5273 -0.8597 1.2422
O 2.6593 -2.0978 1.0608
N 3.6669 -0.0501 1.4531
C 4.9616 -0.6724 1.3503
C 3.6599 1.3224 1.6906
O 4.6828 1.9696 1.8741
N 2.3981 1.9456 1.7342
C 2.4845 3.3109 2.2188
C 1.1949 1.2248 1.8468
O 0.1810 1.7715 2.3312
C -1.7726 0.7311 0.5691
C -3.0631 1.1107 0.8493
H -6.6886 1.7443 2.0474
H -5.1056 2.5836 1.7717
H -5.8695 1.6269 0.4302
H -3.8632 -1.4288 3.0144
H -1.5129 -2.1720 2.3735
H 0.3508 -1.7792 0.3063
H 5.6778 0.0677 1.7003
H 4.9731 -1.5727 1.9703
H 5.1652 -0.9317 0.3021
H 1.4996 3.7760 2.1991
H 2.8937 3.3106 3.2400
H 3.1829 3.8580 1.5828
H -1.1488 1.3782 -0.0384
H -3.4329 2.0683 0.4435
C -4.2086 0.0751 -2.6237
C -3.1961 -0.9970 -2.3325
O -1.9695 -0.2217 -2.1430
C -0.9628 -1.0819 -1.8524
C 0.2081 -0.3853 -1.2698
N 1.3994 -0.8138 -1.9323
C 1.5896 -2.1579 -2.1350
C 2.8466 -2.6606 -2.4263
C 3.8918 -1.7663 -2.6742
C 3.6600 -0.3934 -2.5448
C 2.4119 0.0973 -2.2007
O -1.1041 -2.2887 -1.9876
H -5.1973 -0.3788 -2.7268
H -4.2494 0.8250 -1.8221
H -3.9905 0.5870 -3.5785
H -3.4198 -1.5384 -1.3836
H -3.0898 -1.7017 -3.1907
H 0.1623 0.7027 -1.1915
H 0.7349 -2.7902 -1.9866
H 2.9445 -3.7285 -2.4067
H 4.8853 -2.1421 -2.9312
H 4.4721 0.3562 -2.6610
H 2.1483 1.1712 -2.0932

Forces on atoms 1 to 6 (eV/Å):
C 0.32 -0.78 0.28
O -0.08 0.77 -0.18
C 0.57 0.00 -0.24
C -0.60 0.77 -0.43
C 0.97 0.06 -0.43
C -1.18 0.03 -0.42

Properties
Energy relative to the best compared isomer or geometry (same formula, charge and spin) ... 74.6 kcal/mol
Energy ... -1507.10834 Ha
2S+1 ... 1
Kohn-Sham gap ... 0.224 hartree